Model P:
{"formula": "C40H41N2O2P3RuS2Te", "method": "ωB97M-V/def2-TZVPD", "elements": ["Te", "Ru", "S", "S", "P", "P", "P", "O", "O", "N", "N", "C", "C", "C", "C", "C", "C", "C", "C", "C", "C", "C", "C", "C", "C", "C", "C", "C", "C", "C", "C", "C", "C", "C", "C", "C", "C", "C", "C", "C", "C", "C", "C", "C", "C", "C", "C", "C", "C", "C", "C", "H", "H", "H", "H", "H", "H", "H", "H", "H", "H", "H", "H", "H", "H", "H", "H", "H", "H", "H", "H", "H", "H", "H", "H", "H", "H", "H", "H", "H", "H", "H", "H", "H", "H", "H", "H", "H", "H", "H", "H", "H"], "xyz": [[1.904, 2.431, 1.631], [-0.988, 0.211, -1.011], [-3.601, 0.749, -1.305], [-0.810, 2.662, -1.728], [-0.686, 0.422, 1.437], [1.563, 0.549, -0.588], [-2.837, 2.588, -1.507], [-3.319, 3.411, -0.254], [-3.488, 3.380, -2.724], [-1.938, -1.656, -2.393], [5.704, 0.281, 3.884], [-2.383, -5.349, -2.357], [-0.732, -4.743, -0.728], [-0.868, 1.004, 3.160], [5.917, 1.321, 3.105], [-0.908, -3.410, -1.051], [-1.998, -3.947, 1.968], [-0.954, 1.937, 5.779], [1.699, -2.780, -3.736], [-0.698, -3.596, 2.308], [-3.546, 4.832, -0.226], [1.109, 0.460, 1.161], [-0.980, 0.576, 5.524], [4.900, 1.991, 2.437], [-2.858, -3.002, 1.434], [5.493, 1.220, -1.400], [-3.686, 4.159, -4.971], [-1.793, -3.050, -2.050], [3.601, 1.536, 2.605], [1.340, -0.940, -1.681], [1.880, -2.198, -1.410], [6.160, 0.345, -0.557], [3.375, 0.460, 3.452], [4.059, -0.429, 0.320], [-5.028, 5.111, -0.385], [1.158, -1.537, -4.016], [2.048, -3.111, -2.434], [-0.914, 2.374, 3.417], [-3.203, 3.029, -4.084], [-1.119, -1.344, 1.597], [3.391, 0.446, -0.530], [4.467, -0.136, 4.062], [-1.466, -5.713, -1.384], [-0.253, -2.302, 2.121], [-2.425, -1.702, 1.250], [-2.544, -4.019, -2.700], [-0.947, 0.107, 4.222], [4.110, 1.270, -1.388], [0.973, -0.616, -2.996], [-0.945, 2.837, 4.722], [5.442, -0.473, 0.301], [5.963, -1.147, 0.966], [-1.034, -0.130, 6.341], [-5.225, 6.167, -0.222], [-2.122, 2.879, -4.196], [-5.358, 4.832, -1.384], [6.047, 1.863, -2.066], [6.949, 1.626, 3.004], [-3.867, -3.275, 1.161], [-2.961, 5.319, -1.010], [-1.626, -1.514, -3.358], [2.372, 0.095, 3.628], [-0.972, 3.896, 4.924], [-3.259, -3.728, -3.458], [-2.972, -6.102, -2.853], [-1.333, -6.751, -1.123], [-0.978, -0.956, 4.034], [-0.373, -2.630, -0.524], [3.575, 1.955, -2.033], [3.503, -1.051, 1.008], [2.479, -4.078, -2.220], [-5.591, 4.528, 0.341], [-2.937, -1.422, -2.376], [-0.034, -5.018, 0.048], [7.239, 0.303, -0.564], [0.911, -1.267, -5.033], [-3.102, -0.950, 0.857], [0.758, -2.017, 2.382], [-0.032, -4.336, 2.726], [-3.183, 5.159, 0.753], [-3.554, 3.886, -6.014], [0.633, 0.394, -3.238], [-3.122, 5.066, -4.767], [-3.720, 2.092, -4.318], [1.871, -3.481, -4.538], [-0.960, 2.295, 6.798], [4.348, -0.984, 4.722], [-0.953, 3.081, 2.595], [2.188, -2.452, -0.405], [5.130, 2.827, 1.795], [-2.332, -4.965, 2.097], [-4.740, 4.348, -4.787]], "homo_lumo_gap_ev": [7.373, 6.016], "spin_multiplicity": 6, "charge": 1}


Model Q:
{"formula": "C40H41N2O2P3RuS2Te", "method": "ωB97M-V/def2-TZVPD", "elements": ["Te", "Ru", "S", "S", "P", "P", "P", "O", "O", "N", "N", "C", "C", "C", "C", "C", "C", "C", "C", "C", "C", "C", "C", "C", "C", "C", "C", "C", "C", "C", "C", "C", "C", "C", "C", "C", "C", "C", "C", "C", "C", "C", "C", "C", "C", "C", "C", "C", "C", "C", "C", "H", "H", "H", "H", "H", "H", "H", "H", "H", "H", "H", "H", "H", "H", "H", "H", "H", "H", "H", "H", "H", "H", "H", "H", "H", "H", "H", "H", "H", "H", "H", "H", "H", "H", "H", "H", "H", "H", "H", "H", "H"], "xyz": [[3.584, -1.618, -0.165], [-0.481, 1.057, -0.842], [-2.430, 2.589, -0.747], [0.760, 3.296, -1.474], [-1.017, 4.025, -0.960], [1.271, 0.692, 0.939], [0.186, -1.436, -0.703], [-0.827, 4.812, 0.395], [-1.569, 5.171, -1.900], [2.703, -5.321, 2.927], [-0.445, 0.686, -3.308], [0.278, -0.661, 4.686], [0.427, 0.410, 2.531], [5.382, 2.542, 1.763], [-2.372, -1.302, 0.385], [0.921, -5.250, -3.169], [-3.072, -2.365, 2.417], [3.287, -4.193, 3.332], [-1.931, 5.469, 1.088], [-0.866, 0.077, 4.972], [4.873, 2.452, 0.474], [-4.102, 0.511, -3.984], [-0.286, 5.506, -3.997], [-1.761, 0.165, -3.564], [-0.829, -2.694, 1.608], [1.624, -0.970, 0.295], [3.616, 1.910, 0.271], [2.709, -4.458, 0.688], [-2.361, 4.673, 2.299], [-1.101, -1.865, 0.519], [1.558, -4.058, -3.492], [-0.729, 1.132, 2.817], [3.602, -3.143, 2.477], [-1.982, -1.207, -3.508], [2.433, -5.446, 1.627], [-3.264, -1.713, -3.674], [0.070, -5.306, -2.076], [-1.371, 0.970, 4.038], [-4.330, -0.857, -3.904], [-3.356, -1.549, 1.334], [2.859, 1.450, 1.351], [0.512, -2.987, -1.593], [-1.626, 5.248, -3.342], [4.619, 2.121, 2.843], [-0.147, -4.177, -1.295], [3.292, -3.282, 1.132], [1.346, -2.932, -2.714], [0.924, -0.496, 3.471], [3.352, 1.587, 2.644], [-2.823, 1.021, -3.819], [-1.813, -2.941, 2.551], [-3.264, 5.119, 2.721], [2.212, -4.005, -4.354], [-2.652, 2.088, -3.883], [6.370, 2.953, 1.927], [-2.588, 3.644, 2.020], [-2.755, 5.628, 0.393], [-3.424, -2.783, -3.626], [4.077, -2.247, 2.856], [-1.364, -0.050, 5.926], [3.514, -4.124, 4.392], [-1.121, 1.827, 2.084], [-5.329, -1.252, -4.044], [0.160, -3.127, 1.723], [1.075, -6.129, -3.781], [-3.834, -2.558, 3.162], [-0.295, 1.599, -3.715], [0.349, 4.625, -4.000], [-0.453, 5.823, -5.029], [-1.599, -3.578, 3.400], [-2.106, 4.346, -3.724], [0.669, -1.363, 5.414], [-1.582, 4.672, 3.063], [1.974, -6.381, 1.319], [0.267, 0.040, -3.616], [2.474, -4.614, -0.357], [-0.826, -4.229, -0.455], [-4.926, 1.189, -4.170], [5.007, 2.218, 3.849], [-4.339, -1.107, 1.220], [-1.533, 6.436, 1.380], [3.201, 1.861, -0.731], [1.811, -1.078, 3.242], [-2.262, 1.546, 4.261], [0.238, 6.304, -3.470], [-0.436, -6.230, -1.829], [1.835, -2.001, -2.975], [5.454, 2.814, -0.366], [2.758, 1.286, 3.495], [-2.611, -0.708, -0.488], [-2.293, 6.084, -3.524], [-1.149, -1.882, -3.355]], "homo_lumo_gap_ev": [7.519, 6.170], "spin_multiplicity": 6, "charge": 1}


Most stable pick: model Q. Distance to second place: 1.834 eV.


Model P:
{"formula": "CH2N4O3", "method": "ωB97M-V/def2-TZVPD", "elements": ["O", "O", "O", "N", "N", "N", "N", "C", "H", "H"], "xyz": [[-0.439, 1.919, 0.012], [-2.232, -0.193, -0.310], [2.445, 0.179, -0.264], [0.825, -1.308, -0.013], [0.972, 0.025, -0.424], [-0.380, -1.482, 0.039], [-0.904, -0.316, -0.335], [-0.220, 0.699, -0.198], [-2.570, -0.191, 0.680], [2.502, 0.668, 0.813]], "homo_lumo_gap_ev": 10.624, "charge": 0}


Model Q:
{"formula": "CH2N4O3", "method": "ωB97M-V/def2-TZVPD", "elements": ["O", "O", "O", "N", "N", "N", "N", "C", "H", "H"], "xyz": [[-0.711, -0.952, -0.720], [1.257, 0.006, -2.251], [2.353, 1.020, -0.634], [-0.357, 0.599, 0.888], [1.569, 0.297, -1.151], [0.200, -0.435, 0.239], [-1.559, 2.286, -0.358], [-1.013, 1.530, 0.248], [0.114, 0.683, 1.716], [-0.820, -1.887, -0.723]], "homo_lumo_gap_ev": [8.921, 8.639], "charge": 0}


Most stable pick: model P. Distance to second place: 0.323 eV.